Formula: C6H4BF2O6PbS2Se3Te
Source: OMol25
Level of theory: wB97M-V/def2-TZVPD

Summary:
Charge ... -1
Multiplicity ... 1
HOMO ... -0.15057 Ha

Atoms and positions in Å:
Pb 2.63419 1.64301 -1.25174
O 0.96431 -2.17159 1.86534
S 0.75395 -1.13424 0.92061
O 1.66540 -0.93421 -0.18451
O 0.58535 0.20011 1.76855
C -0.85169 -1.32781 0.16989
C -1.70216 -2.23940 0.80818
C -2.94043 -2.56920 0.20120
C -3.34179 -2.04158 -0.99556
C -2.56256 -1.00436 -1.53026
C -1.35473 -0.59643 -0.95791
S -0.65953 0.93454 -1.60361
O 0.61251 0.60719 -2.30791
O -1.68469 1.43573 -2.47340
O -0.37872 1.78771 -0.42762
H -1.29172 -2.70834 1.69306
H -3.56247 -3.37714 0.62183
H -4.10666 -2.44073 -1.60210
H -2.78616 -0.48510 -2.39469
Se 3.07599 2.74822 1.17001
Se 5.23823 3.10956 0.32724
Te 4.66289 4.89436 -1.38327
Se 2.58265 4.18979 -2.38732
F 2.36077 -0.28494 3.33734
B 1.26532 0.40721 2.94714
F 0.82175 1.35765 3.66950

Formula: C36H50F12O23
Source: OMol25
Level of theory: wB97M-V/def2-TZVPD

Summary:
Multiplicity ... 1
HOMO ... -0.39656 Ha
SMILES ... CCOC(=O)C(F)(F)F.CCOC(=O)C(F)(F)F.CCOC(=O)C(F)(F)F.CCOC(=O)C(F)(F)F.C[C@H]1COC(=O)O1.C[C@H]1COC(=O)O1.C[C@H]1COC(=O)O1.C[C@H]1COC(=O)O1.C[C@H]1COC(=O)O1

Atoms and positions in Å:
C -9.34646 1.16037 3.49615
C -7.83291 1.22116 3.66640
O -7.27481 2.37234 3.05676
C -7.18980 2.46190 1.74898
O -7.66342 1.56658 0.92879
C -6.30288 3.55057 1.16680
F -7.08851 4.37771 0.53198
F -5.65038 4.34260 2.07706
F -5.35401 3.19393 0.32836
H -9.60715 1.10937 2.43901
H -9.85238 1.97865 4.00855
H -9.85297 0.29638 3.92635
H -7.35741 0.28793 3.36456
H -7.71782 1.51765 4.70896
C -1.04796 -7.26203 6.09829
C -2.39966 -7.86868 5.65477
O -2.24868 -9.08055 4.97261
C -1.67238 -9.10373 3.74620
O -1.17322 -8.17894 3.11761
C -1.82780 -10.48546 2.98579
F -2.11226 -10.11313 1.75094
F -0.67134 -11.06155 2.90195
F -2.64069 -11.34050 3.46470
H -0.35752 -7.96916 6.55803
H -1.25740 -6.40367 6.73662
H -0.56589 -6.91749 5.18343
H -2.86434 -7.00983 5.17047
H -3.11903 -8.01557 6.46039
C 8.97954 -2.23004 -12.04140
C 9.53991 -2.64780 -10.71974
O 8.98523 -1.89863 -9.55006
C 9.47659 -1.94448 -8.27586
O 10.54901 -2.51308 -7.86884
C 8.52878 -1.39578 -7.21755
F 7.33567 -1.12478 -7.70045
F 8.40779 -2.30991 -6.17279
F 8.96705 -0.28483 -6.72030
H 8.02077 -2.74125 -12.12804
H 9.65209 -2.60095 -12.81484
H 8.74706 -1.16534 -12.06316
H 10.59736 -2.38456 -10.69511
H 9.58123 -3.72805 -10.58032
C -1.51097 3.13341 11.74351
C -1.99689 4.15067 10.63991
O -2.19181 5.37745 11.17618
C -3.39615 5.63402 11.89370
O -4.23827 4.72460 11.95624
C -3.52661 7.06503 12.47638
F -3.36136 7.28026 13.83804
F -2.82566 7.96661 11.84164
F -4.87542 7.32931 12.42482
H -1.39726 2.17976 11.22802
H -2.15582 3.04867 12.61820
H -0.50460 3.33548 12.11021
H -2.93037 3.79093 10.20712
H -1.34952 4.25391 9.76908
C 1.65413 8.61589 5.24885
C 3.16486 8.42123 5.52341
C 3.49128 6.98603 5.79816
O 4.78404 6.85752 5.20981
C 4.94071 7.83829 4.22948
O 5.65852 7.74911 3.34199
O 3.94293 8.83147 4.42850
H 1.11096 7.99850 5.96434
H 1.16794 8.49106 4.28130
H 1.30866 9.57021 5.64633
H 3.63616 8.90030 6.38159
H 2.82660 6.25671 5.33512
H 3.37027 6.81184 6.86732
C 1.94678 0.02029 0.65562
C 0.41584 0.04387 0.89156
C -0.24498 -1.30182 0.77884
O -1.03722 -1.35801 1.96894
C -0.63099 -0.35557 2.82576
O -1.17695 -0.18493 3.89561
O 0.23708 0.45153 2.25019
H 2.20265 1.07983 0.65664
H 2.26183 -0.27877 -0.34409
H 2.41095 -0.44871 1.52320
H -0.07495 0.75348 0.22547
H 0.36947 -2.20033 0.72200
H -0.87350 -1.21468 -0.10743
C 2.71346 3.39451 -9.29836
C 1.68826 4.22038 -8.51647
C 0.55494 3.41604 -7.88690
O 0.88898 3.40337 -6.47996
C 1.87941 4.33903 -6.25077
O 2.33400 4.55331 -5.13027
O 2.36890 4.72415 -7.38759
H 2.87394 2.40480 -8.87079
H 3.68359 3.80274 -9.58174
H 2.31374 3.04098 -10.24880
H 1.10622 4.95263 -9.07606
H 0.57366 2.37960 -8.22388
H -0.38708 3.95680 -7.97778
C 5.61922 -7.63778 -1.60702
C 4.68864 -7.78204 -2.77238
C 3.50796 -8.73316 -2.56319
O 2.41516 -8.02045 -3.15659
C 2.71420 -6.70543 -3.22274
O 2.00677 -5.75997 -3.65022
O 4.10867 -6.52652 -2.91237
H 6.04851 -8.63104 -1.47562
H 5.03533 -7.27977 -0.75909
H 6.45379 -7.03872 -1.97134
H 5.09964 -7.85339 -3.77940
H 3.39424 -8.95850 -1.50283
H 3.70013 -9.71772 -2.98960
C -6.72855 1.84040 -6.21926
C -6.26172 0.44698 -6.53423
C -5.24722 -0.19059 -5.60734
O -6.07275 -1.02490 -4.78588
C -7.39807 -1.07009 -5.19801
O -8.32173 -1.80048 -4.79094
O -7.44086 -0.28612 -6.34987
H -6.33563 2.62514 -6.86570
H -6.53852 2.09650 -5.17696
H -7.81681 1.89909 -6.20019
H -5.98852 0.35288 -7.58523
H -4.71180 0.58619 -5.06142
H -4.44349 -0.68066 -6.15684

Formula: C35H36F12N7O3P2Ta
Source: OMol25
Level of theory: wB97M-V/def2-TZVPD

Summary:
Charge ... +2
Multiplicity ... 1
HOMO ... -0.43712 Ha
ΔE to the lowest compared entry with this formula, charge and spin ... 257.0 kJ/mol

Atoms and positions in Å:
Ta 0.64185 -0.05642 -0.11643
C 4.35549 -3.74852 1.85636
N 3.89323 -2.36207 1.82386
C 4.19280 -1.04297 4.08291
C 3.85889 -0.16041 2.91793
N 2.64455 -0.67721 0.80168
C 3.20383 -1.85147 0.78826
P 3.08809 -2.91265 -0.73345
C 2.77125 -1.63691 -1.98974
N 1.79008 -0.73188 -1.97516
C 1.62574 -0.31404 -3.27220
C 2.53866 -0.94389 -4.05915
N 3.25441 -1.77109 -3.24137
C 4.32291 -2.66818 -3.68679
C 1.33655 -3.36933 -0.59941
N 0.30736 -2.52085 -0.58543
C -0.81904 -3.29406 -0.63346
C -0.46660 -4.60939 -0.67128
N 0.89735 -4.64770 -0.64434
C 1.69301 -5.86713 -0.75170
H 4.65095 -3.96608 2.88005
H 3.54322 -4.42817 1.60080
H 5.20946 -3.91651 1.19747
H 5.08142 -0.65654 4.57484
H 4.46527 0.72405 2.87438
H 0.86412 0.38691 -3.55086
H 2.73390 -0.87676 -5.11529
H 4.70049 -2.29873 -4.63558
H 5.13030 -2.66929 -2.96046
H 3.93941 -3.67762 -3.81972
H -1.81320 -2.88583 -0.63316
H -1.06682 -5.50165 -0.71137
H 1.20448 -6.65326 -0.18218
H 1.77586 -6.17292 -1.79299
H 2.68636 -5.70098 -0.34403
C 4.03085 -2.27974 6.24626
C 3.30139 -1.65912 5.09048
C 1.97199 -1.57111 5.06842
C 1.08441 -1.17284 3.98886
C 1.29929 -0.76807 2.73028
N 0.31732 -0.88427 1.71391
C -0.84146 -1.69992 1.93980
C -0.66837 -2.94142 2.55796
C -1.73081 -3.77093 2.85192
C -3.03618 -3.39192 2.55351
C -4.21853 -4.23221 2.94058
C -3.20592 -2.19945 1.86512
C -2.13614 -1.37867 1.50262
C -2.38470 -0.15604 0.63082
O -1.20273 0.33323 0.09300
C -3.26303 -0.40529 -0.63796
F -3.55256 0.74460 -1.24135
F -4.39929 -1.05363 -0.41415
F -2.54800 -1.15017 -1.50926
C -2.98986 0.99579 1.49054
F -4.28166 0.76012 1.73662
F -2.34582 1.07246 2.65649
F -2.87855 2.18150 0.89284
C 2.54509 -0.07026 2.16962
C 4.59447 -1.43724 2.68018
C 2.20470 1.44139 1.87910
O 1.40575 1.48731 0.74539
C 1.45701 2.11719 3.06009
F 0.19168 1.72205 3.11130
F 2.05818 1.82346 4.21541
F 1.45176 3.44650 2.91539
C 3.43678 2.32824 1.50553
F 4.13029 2.75237 2.55903
F 4.27087 1.64461 0.69738
F 3.04511 3.40858 0.82336
H 3.33940 -2.71113 6.96653
H 4.64616 -1.53901 6.76280
H 4.70605 -3.06908 5.90533
H 1.44738 -1.96946 5.92957
H 0.05653 -1.44070 4.19642
H 0.33129 -3.25005 2.83463
H -1.54404 -4.71645 3.34689
H -3.90819 -5.13750 3.45913
H -4.79872 -4.52353 2.06427
H -4.88483 -3.67805 3.60246
H -4.20945 -1.90132 1.60296
H 5.65279 -1.40448 2.44242
C 0.32513 4.10447 -0.82195
P 0.82053 2.85420 -1.99377
C 0.04130 3.23646 -3.55523
C 2.59111 2.89436 -2.24856
O 0.36034 1.45626 -1.52863
H 0.83462 5.04563 -1.03018
H 0.57265 3.77327 0.18447
H -0.75282 4.25208 -0.89575
H 0.32792 4.24391 -3.86141
H -1.04177 3.19681 -3.44053
H 0.35047 2.53693 -4.33123
H 2.92474 3.92266 -2.39138
H 2.84069 2.31452 -3.13718
H 3.10234 2.47579 -1.38490